{"formula": "C38H98N2O12S10", "method": "ωB97M-V/def2-TZVPD", "total_charge": 0, "e_lumo_ev": 0.07, "energy_ha": -6500.45580, "homo_energy_ev": -7.655, "elements": ["C", "S", "O", "C", "H", "H", "H", "H", "H", "H", "C", "S", "O", "C", "H", "H", "H", "H", "H", "H", "C", "S", "O", "C", "H", "H", "H", "H", "H", "H", "C", "S", "O", "C", "H", "H", "H", "H", "H", "H", "C", "S", "O", "C", "H", "H", "H", "H", "H", "H", "C", "S", "O", "C", "H", "H", "H", "H", "H", "H", "C", "S", "O", "C", "H", "H", "H", "H", "H", "H", "C", "S", "O", "C", "H", "H", "H", "H", "H", "H", "C", "S", "O", "C", "H", "H", "H", "H", "H", "H", "C", "S", "O", "C", "H", "H", "H", "H", "H", "H", "C", "C", "C", "C", "C", "C", "N", "O", "C", "C", "C", "H", "H", "H", "H", "H", "H", "H", "H", "H", "H", "H", "H", "H", "H", "H", "H", "H", "H", "H", "C", "C", "C", "C", "C", "C", "N", "O", "C", "C", "C", "H", "H", "H", "H", "H", "H", "H", "H", "H", "H", "H", "H", "H", "H", "H", "H", "H", "H", "H"], "coordinates": [[0.680036, -5.061220, -1.445910], [-0.244716, -5.912716, -0.098221], [-0.976954, -7.038085, -0.773371], [1.182870, -6.583397, 0.782540], [1.137678, -4.172802, -1.011453], [-0.043568, -4.813986, -2.220323], [1.418949, -5.741255, -1.865792], [1.892227, -5.819343, 1.108059], [1.798633, -7.339935, 0.286001], [0.844310, -7.116187, 1.674178], [2.524294, -1.725071, -1.085814], [3.412670, -2.129458, 0.441440], [2.616419, -1.348646, 1.452775], [2.970574, -3.887142, 0.628298], [2.886774, -2.147679, -2.026774], [2.464256, -0.643435, -1.170348], [1.513753, -2.145583, -1.041468], [3.204182, -4.436873, -0.286175], [1.893682, -3.960338, 0.788202], [3.530494, -4.339458, 1.442207], [-0.505143, 4.570421, 6.115558], [-1.637911, 3.327425, 5.320614], [-3.053548, 3.771089, 5.388517], [-1.047058, 3.610369, 3.643906], [0.509156, 4.185018, 6.136222], [-0.893190, 4.658834, 7.130398], [-0.577249, 5.552899, 5.649347], [-1.660244, 4.384332, 3.178529], [-1.164896, 2.730784, 3.009293], [-0.005674, 3.931118, 3.625221], [-2.111283, -0.334975, 5.973340], [-3.653198, -0.166660, 5.004472], [-4.058733, 1.285995, 5.137801], [-2.960913, -0.516543, 3.351085], [-2.300822, -0.098121, 7.010719], [-1.239126, 0.090116, 5.481495], [-1.883702, -1.393412, 5.792656], [-2.236865, -1.320309, 3.475101], [-2.432727, 0.378964, 3.025879], [-3.806249, -0.772022, 2.721173], [-6.050915, 0.365847, -2.475476], [-5.142818, -1.104404, -1.801525], [-3.740153, -1.102964, -2.376688], [-5.005996, -0.424572, -0.128677], [-6.068832, 0.430328, -3.557254], [-5.563776, 1.227439, -2.013979], [-7.060191, 0.400662, -2.061090], [-4.475268, -1.132798, 0.503165], [-6.020656, -0.239891, 0.226631], [-4.490503, 0.537698, -0.113323], [-1.836501, -2.871557, -4.657724], [-1.376278, -4.275403, -5.720732], [-0.280879, -5.032651, -5.041688], [-2.917512, -5.186802, -5.633220], [-0.978805, -2.223192, -4.509089], [-2.095265, -3.273156, -3.673707], [-2.702160, -2.342363, -5.049846], [-3.083425, -5.435922, -4.580399], [-2.796247, -6.123671, -6.171484], [-3.753832, -4.606091, -6.015267], [-0.675352, 4.669227, 0.306087], [-1.804927, 4.897097, -1.106240], [-0.932279, 5.177396, -2.305880], [-2.405545, 3.164354, -1.252650], [0.065030, 5.466624, 0.289131], [-0.188303, 3.696645, 0.338169], [-1.254618, 4.797533, 1.218454], [-2.752816, 3.064604, -2.282247], [-3.166815, 2.953281, -0.501071], [-1.706191, 2.321414, -1.193127], [2.762585, -2.680322, 4.985629], [1.009551, -2.482741, 5.358153], [0.750389, -0.996356, 5.381649], [0.403410, -3.130666, 3.770719], [3.337295, -2.441319, 5.885136], [3.109726, -1.960017, 4.242296], [3.077162, -3.699247, 4.757173], [0.791549, -2.455378, 3.008697], [-0.680336, -3.089010, 3.650473], [0.666451, -4.182209, 3.668133], [-0.834611, -1.146516, -1.117433], [-0.977486, -1.506471, 0.655423], [-0.010187, -2.605152, 0.975483], [-0.247753, 0.086038, 1.229035], [0.174956, -0.905700, -1.443056], [-1.585121, -0.371623, -1.311921], [-1.273361, -1.951287, -1.709813], [0.511181, 0.340365, 0.490240], [0.085374, -0.009408, 2.258021], [-1.022892, 0.850349, 1.139178], [-3.435428, -4.227185, -1.347760], [-4.621841, -4.929885, -0.174314], [-5.912791, -4.177684, -0.320924], [-4.895390, -6.539875, -0.997545], [-2.507509, -4.794675, -1.444783], [-3.192529, -3.209927, -1.051506], [-3.881297, -4.244057, -2.345515], [-5.252586, -6.314211, -1.998285], [-5.504479, -7.153641, -0.342160], [-3.916881, -7.029214, -1.033901], [1.692953, 3.506333, -2.930704], [1.403971, 2.589531, -4.099615], [1.502434, 1.129958, -3.661400], [0.798044, 0.090302, -4.523297], [-0.621899, 0.554735, -4.841593], [-0.753362, 1.959076, -5.412919], [0.034570, 2.866004, -4.583204], [-0.261967, 4.210219, -4.837374], [-0.323229, 2.004552, -6.866956], [-2.233664, 2.392065, -5.356438], [2.384422, 2.844736, -5.285689], [1.772293, 4.533164, -3.297598], [2.657538, 3.299209, -2.457794], [0.930178, 3.544792, -2.156641], [2.566347, 0.865563, -3.622625], [1.208333, 1.067580, -2.605318], [0.754145, -0.900387, -4.065463], [1.402280, -0.062996, -5.423127], [-1.172983, 0.521175, -3.894238], [-1.060172, -0.181551, -5.519494], [-1.003237, 1.506747, -7.562252], [-0.273135, 3.044484, -7.199823], [0.671808, 1.573597, -6.997602], [-2.902219, 1.541928, -5.504763], [-2.459296, 2.771637, -4.356853], [-2.448224, 3.193451, -6.058997], [3.313392, 3.263966, -4.875443], [2.007232, 3.633858, -5.935751], [2.714906, 1.996862, -5.884633], [-0.561822, 4.569654, -3.980187], [3.523343, 0.702293, 4.981847], [3.626959, 2.022512, 4.169975], [5.116157, 2.443471, 4.263216], [5.522084, 3.521666, 3.262076], [5.118023, 3.143743, 1.854246], [3.676253, 2.665534, 1.633669], [3.268886, 1.820811, 2.761576], [1.982292, 1.286826, 2.646430], [2.678044, 3.836910, 1.400275], [3.664377, 1.731598, 0.430127], [2.780092, 3.142060, 4.818174], [2.600281, 0.177291, 4.749916], [3.687570, 0.901962, 6.040822], [4.396873, 0.095923, 4.727445], [5.284591, 2.891224, 5.246387], [5.684284, 1.518689, 4.181735], [6.602909, 3.688870, 3.291671], [5.153436, 4.533890, 3.459206], [5.780531, 2.399724, 1.406717], [5.304972, 4.078237, 1.310676], [1.749719, 3.474209, 1.845786], [3.084975, 4.729903, 1.868144], [2.477323, 3.915278, 0.331753], [2.665241, 1.321962, 0.259032], [3.976408, 2.251279, -0.478769], [4.302977, 0.870959, 0.631409], [3.113161, 3.354801, 5.837632], [1.738413, 2.850846, 4.946359], [2.958419, 4.015441, 4.191945], [2.089254, 0.331442, 2.503163]], "atomic_forces_ev_per_a": [[-0.2478, -0.3489, 0.6307], [0.1620, -0.1948, -0.9422], [0.3400, 0.3823, 0.4623], [0.7480, -0.7792, 0.6420], [-0.2210, -0.1263, -0.2961], [-0.0509, 0.0479, 0.0258], [0.0184, -0.0367, 0.0118], [-0.5680, -0.0082, -0.0433], [-0.4294, 0.1651, -0.7527], [-0.3941, 0.2954, 0.0148], [-0.6864, -1.0326, -0.6294], [-0.3925, 0.5488, 0.0960], [0.5098, -0.4432, 0.0880], [-0.2884, 0.3427, -0.4708], [0.7448, 0.0628, 0.2572], [0.2245, 0.0758, 0.1978], [0.2681, 0.2418, 0.5791], [0.2089, 0.1908, -0.0323], [0.2278, 0.4183, 0.2620], [0.0878, 0.3024, 0.1835], [-1.1307, -0.1340, 0.0322], [0.1732, -0.0332, 0.3942], [0.8508, 0.6847, -0.0032], [-0.0383, 0.3067, -0.7369], [0.0271, -0.0482, -0.1160], [0.1054, -0.0560, 0.0438], [0.0512, -0.0869, -0.1991], [-0.0839, 0.1660, 0.3997], [0.0409, -0.2208, 0.3071], [0.0455, -0.1527, 0.0859], [-0.2144, -1.3069, -1.8025], [-0.0963, 1.2619, 1.1739], [0.2630, -1.5114, -0.7952], [0.2003, 0.5688, 0.8634], [0.0884, 0.1346, 0.0074], [-0.2214, 0.8686, 0.3707], [-0.1558, -0.1767, 0.7864], [-0.1904, -0.2053, -0.2025], [-0.1202, 0.0593, -0.1392], [0.1573, -0.0624, -0.1826], [0.4022, 0.1851, 1.1683], [0.3320, 0.4871, -0.4710], [-0.7941, 0.2790, 0.2783], [-0.2833, 0.2223, -0.1482], [0.1863, -0.2873, -0.0246], [0.2315, 0.1334, -0.4872], [-0.0748, -0.4697, -0.1693], [-0.1439, -0.1499, -0.0644], [0.0067, -0.2891, 0.1779], [0.1821, -0.0867, -0.3101], [-0.1998, -0.8977, 0.6010], [0.6393, 0.8680, -0.8518], [-0.6643, 0.0828, 0.2969], [0.0807, -0.3489, 1.0482], [0.0681, 0.0259, -0.3916], [-0.1037, -0.0179, -0.0376], [0.1081, 0.0903, -0.1377], [-0.1285, 0.0030, -0.0416], [0.0620, 0.1175, -0.2031], [0.1158, 0.0970, -0.1386], [-0.3152, 0.0661, 0.1539], [0.8922, -0.7352, -0.3899], [-0.6263, -0.1858, 0.7222], [0.2556, -0.3981, -0.2657], [-0.0146, 0.0190, -0.2610], [0.0174, -0.0078, -0.2904], [-0.1418, -0.0423, -0.0568], [-0.5536, 0.3371, 0.1880], [-0.2833, 0.3650, -0.1809], [0.6927, 0.6464, 0.2800], [0.8736, 0.2071, 0.4430], [-0.2269, 0.1230, -0.0393], [0.1773, -0.8920, -0.3569], [-0.0852, 0.6479, 0.1423], [-0.3707, 0.1529, 0.1823], [-0.3968, -0.2336, -0.3109], [-0.4830, -0.0718, -0.3054], [0.3792, -0.4731, -0.1376], [-0.0521, 0.1437, 0.6009], [0.4017, 0.0910, -0.1319], [-1.0698, 0.1641, 0.0383], [0.2655, 0.1545, -0.3206], [-0.2495, 0.1143, -0.3872], [-0.5555, -0.4301, -1.0686], [-0.2801, 0.2190, 0.1328], [0.4028, 0.3676, 0.0272], [0.3363, -0.3981, 0.2708], [0.4393, -0.0186, 0.5353], [0.0634, -0.0506, -0.1077], [-0.1541, -0.0966, 0.1660], [-0.0514, -0.3688, -0.6385], [-0.3577, -0.3650, 0.1802], [0.6281, -0.0150, -0.1029], [1.3365, 0.6378, 0.4037], [-0.1207, -0.2809, 0.4886], [-0.2150, 0.0473, 0.0388], [-0.2270, 0.3106, 0.0872], [-0.4053, -0.3093, 0.0541], [-0.5074, 0.2141, -0.2624], [0.0415, 0.0718, -0.1827], [0.6468, 0.9397, -0.0359], [-0.5534, -0.2472, -2.0678], [0.5949, -0.5726, 0.8745], [0.0222, 0.7495, -0.4473], [0.1841, -0.5776, 0.3841], [-0.1251, 0.3199, -0.2610], [-1.0464, -0.8859, 1.9640], [0.5900, 0.1603, -0.3840], [0.5323, 0.1829, -0.7551], [0.1276, -0.0228, 0.6841], [1.0490, 0.9458, 0.8060], [-0.0385, -0.0101, 0.0058], [-0.0068, -0.3070, -0.1354], [-0.2127, -0.4142, -0.1334], [0.0703, 0.1960, -0.0503], [-0.4720, -0.0410, -0.0807], [0.1139, 0.0875, 0.3302], [-0.2106, 0.1066, -0.1855], [-0.1967, -0.0192, -0.0682], [-0.2903, 0.2419, -0.0737], [-0.1101, -0.1975, 0.2384], [0.0419, 0.0073, 0.1011], [-0.0493, -0.0244, -0.0741], [0.0864, -0.0227, -0.3381], [0.0654, 0.0161, -0.0370], [-0.0313, -0.0725, -0.0827], [0.0459, -0.1131, -0.0235], [-0.2059, -0.1314, -0.0292], [-0.4913, -0.2647, 0.0883], [-0.0214, -0.1308, -0.0964], [0.5218, 0.5613, -0.8853], [0.2723, 0.5354, 0.7077], [-0.5759, 0.8835, 0.0739], [0.2193, -0.5020, -0.1190], [0.3595, 0.5668, -0.5820], [-0.5721, -0.1050, 0.2403], [1.4432, -1.1857, 0.9687], [-0.5354, 0.4256, -0.1113], [0.2947, -1.3011, 0.1713], [-0.1889, -0.1377, -0.3712], [0.3817, -0.4892, 0.1415], [0.0008, 0.0541, 0.5176], [-0.5854, 0.1337, 0.1124], [-0.2344, -0.3054, -0.3407], [-0.0243, -0.4983, 0.2249], [0.4694, 0.2606, -0.2875], [0.0561, -0.2832, -0.0393], [-0.5180, -0.2832, 0.4790], [0.1415, -0.0849, 0.3223], [-0.3343, -0.3289, -0.6058], [-0.1216, 0.5353, 0.1654], [-0.4610, 0.2964, -0.1560], [0.2272, 0.5823, -0.0208], [-0.0696, 0.1960, 0.0157], [0.1100, -0.0244, 0.0187], [0.1691, 0.0851, -0.0766], [0.2608, 0.0359, -0.0787], [-0.1197, 0.1074, -0.6007], [-0.6117, 0.3014, 0.2104], [0.4204, 0.1371, -0.2159]], "lowdin_charge": [-0.2185, 0.8221, -0.5593, -0.2652, -0.0084, 0.0326, 0.0685, 0.0065, 0.0690, 0.0525, -0.2474, 0.8910, -0.5590, -0.2741, 0.0726, 0.0335, 0.0068, 0.0631, 0.0033, 0.0582, -0.2345, 0.8163, -0.5351, -0.2711, 0.0190, 0.0443, 0.0552, 0.0426, 0.0317, 0.0370, -0.2631, 0.8445, -0.5739, -0.2584, 0.0589, 0.0162, 0.0269, 0.0263, 0.0353, 0.0281, -0.2311, 0.8514, -0.5872, -0.2515, 0.0510, 0.0357, 0.0538, 0.0305, 0.0655, 0.0471, -0.2500, 0.8116, -0.5532, -0.2643, 0.0204, 0.0248, 0.0619, 0.0439, 0.0524, 0.0575, -0.2503, 0.9051, -0.5581, -0.2438, 0.0622, 0.0388, 0.0216, 0.0269, 0.0455, 0.0435, -0.2673, 0.8524, -0.5618, -0.2573, 0.0527, 0.0343, 0.0549, 0.0141, 0.0422, 0.0575, -0.2536, 0.8584, -0.5791, -0.2214, 0.0204, 0.0375, 0.0334, 0.0377, 0.0466, 0.0417, -0.2758, 0.8164, -0.5777, -0.2336, 0.0257, 0.0101, 0.0495, 0.0528, 0.0487, 0.0422, -0.0381, -0.4822, -0.1452, -0.1711, -0.1415, -0.5190, -0.1198, -0.0224, -0.0341, -0.0173, -0.0227, 0.0934, 0.0790, 0.0605, 0.1219, 0.0987, 0.0903, 0.1115, 0.1175, 0.1095, 0.0870, 0.0882, 0.0700, 0.0834, 0.0590, 0.0839, 0.0777, 0.0814, 0.0732, 0.0443, -0.0231, -0.4805, -0.1312, -0.1832, -0.1381, -0.4881, -0.0987, -0.0530, -0.0073, -0.0441, -0.0250, 0.0380, 0.0951, 0.0747, 0.1181, 0.1114, 0.1129, 0.1089, 0.1167, 0.1221, 0.0581, 0.0803, 0.0680, 0.0602, 0.0856, 0.0791, 0.0854, 0.0599, 0.0757, 0.0483]}